# 1
The following is a quantum chemistry calculation of a structure of composition C28H23BrCoIN4O7, from the OMol25 dataset.

Last column: natural (NBO) charge in e.
CARTESIAN COORDINATES (ANGSTROEM)
1 Co 0.029 0.071 0.106  1.244
2 C 2.443 1.826 4.936  -0.594
3 C 2.728 1.491 3.471  -0.437
4 C 2.337 2.593 2.506  -0.046
5 C 3.069 3.775 2.567  -0.206
6 C 2.841 4.810 1.680  -0.194
7 C 1.896 4.653 0.683  -0.201
8 C 1.143 3.490 0.571  -0.025
9 C 0.192 3.387 -0.594  -0.432
10 C 0.941 3.070 -1.891  -0.605
11 C 1.334 2.480 1.523  0.172
12 N 0.514 1.302 1.531  -0.538
13 C -0.051 0.946 2.654  0.194
14 C -0.582 -0.346 2.702  -0.036
15 C -1.248 -1.151 3.627  -0.194
16 C -1.472 -2.366 2.978  -0.314
17 C -0.942 -2.253 1.685  0.001
18 N -0.387 -1.049 1.535  -0.441
19 H 2.799 1.029 5.589  0.217
20 H 1.376 1.958 5.121  0.197
21 H 2.941 2.750 5.233  0.209
22 H 2.248 0.547 3.215  0.218
23 H 3.802 1.324 3.352  0.221
24 H 3.842 3.871 3.321  0.212
25 H 3.410 5.728 1.754  0.218
26 H 1.729 5.447 -0.035  0.214
27 H -0.320 4.345 -0.710  0.221
28 H -0.580 2.648 -0.391  0.221
29 H 1.753 3.782 -2.047  0.211
30 H 0.274 3.130 -2.752  0.215
31 H 1.380 2.070 -1.869  0.205
32 H -0.067 1.621 3.503  0.214
33 H -1.527 -0.876 4.631  0.227
34 H -1.954 -3.242 3.378  0.228
35 H -0.934 -2.986 0.893  0.218
36 O -3.739 1.096 -0.406  -0.589
37 C -2.587 0.889 -0.712  0.773
38 O -1.681 0.676 0.226  -0.693
39 C -2.156 0.930 -2.145  -0.260
40 C -3.010 1.515 -3.067  -0.091
41 C -2.625 1.584 -4.390  -0.030
42 C -1.423 1.066 -4.838  -0.133
43 C -0.591 0.463 -3.922  -0.063
44 C -0.918 0.402 -2.552  0.463
45 O -0.071 -0.086 -1.680  -0.754
46 N 0.679 -0.079 -4.435  0.534
47 O 1.125 0.434 -5.445  -0.383
48 O 1.201 -0.990 -3.830  -0.359
49 N -3.520 2.222 -5.370  0.536
50 O -4.551 2.706 -4.952  -0.369
51 O -3.167 2.224 -6.532  -0.378
52 H -3.960 1.907 -2.735  0.279
53 H -1.142 1.124 -5.878  0.280
54 Br 2.360 -3.824 1.042  0.095
55 C 3.446 -3.326 -0.416  -0.110
56 C 4.104 -4.324 -1.122  -0.225
57 C 4.912 -3.995 -2.198  -0.182
58 C 5.068 -2.671 -2.580  -0.219
59 C 4.409 -1.669 -1.887  -0.140
60 C 3.605 -2.001 -0.803  -0.237
61 I 2.707 -0.441 0.235  0.324
62 H 3.977 -5.355 -0.823  0.235
63 H 5.416 -4.781 -2.743  0.226
64 H 5.698 -2.413 -3.420  0.228
65 H 4.515 -0.635 -2.183  0.225

Force components x, y, z for each atom (eV/Å):
Co -0.254 0.288 0.065
C 0.001 -0.013 0.010
C -0.039 0.033 0.009
C 0.058 0.018 -0.045
C -0.002 -0.003 -0.007
C 0.015 -0.009 0.005
C 0.023 -0.018 -0.028
C -0.002 0.073 0.021
C 0.024 -0.044 0.020
C -0.024 0.017 -0.031
C -0.012 -0.132 -0.009
N -0.106 0.062 0.189
C 0.005 -0.109 -0.032
C 0.050 0.042 0.098
C -0.020 -0.062 -0.125
C 0.031 0.005 0.026
C -0.012 -0.017 -0.070
N -0.010 -0.022 0.153
H -0.002 -0.001 -0.006
H 0.002 0.009 -0.002
H -0.004 0.005 -0.005
H 0.028 -0.014 -0.001
H 0.003 -0.006 0.013
H -0.001 0.001 0.000
H 0.010 -0.007 -0.006
H -0.003 0.002 0.008
H -0.012 -0.002 0.038
H -0.043 -0.028 -0.026
H -0.008 0.008 -0.008
H -0.017 -0.030 0.004
H 0.023 0.002 0.019
H 0.048 0.022 -0.025
H 0.007 -0.020 0.006
H 0.007 0.007 0.017
H -0.028 0.025 -0.008
O -0.022 0.077 -0.177
C 0.059 -0.058 0.371
O -0.163 0.093 -0.181
C 0.041 0.008 -0.165
C 0.085 -0.090 0.106
C -0.037 0.025 -0.171
C -0.080 -0.014 0.062
C 0.011 -0.033 -0.077
C -0.094 -0.083 0.279
O 0.580 -0.199 -0.393
N -0.044 0.146 0.164
O 0.017 -0.037 -0.003
O 0.011 -0.057 -0.063
N 0.044 -0.038 0.066
O 0.003 0.001 -0.027
O -0.023 0.016 -0.004
H -0.002 0.005 -0.006
H -0.004 0.028 -0.003
Br -0.031 0.001 0.006
C 0.072 0.002 -0.092
C -0.026 -0.002 0.028
C 0.009 -0.011 -0.019
C -0.003 0.038 0.003
C -0.001 -0.088 0.026
C -0.169 -0.109 -0.153
I 0.059 0.304 0.171
H 0.004 0.001 0.001
H 0.005 0.001 0.006
H -0.020 -0.005 -0.012
H -0.017 -0.001 -0.009

Values from the calculation:
**HOMO energy**: -0.310 Ha
**LUMO energy**: -0.057 Eh
**Frontier orbital gap**: 6.9 eV
**E**: -165466.5918 eV
**Relative energy (zero: lowest compared OMol25 entry of this formula, charge and spin)**: 0.00 kcal per mole



# 2
The following is a quantum chemistry calculation of a cluster of 2 separate species, C28H23ClO2S in total, from the OMol25 dataset.

Last column: natural (NBO) charge in e.
CARTESIAN COORDINATES (ANGSTROEM)
1 C 4.614 -2.970 2.361  -0.184
2 C 3.429 -3.184 3.078  -0.234
3 C 2.388 -2.257 3.011  -0.121
4 C 2.553 -1.046 2.303  -0.121
5 C 1.468 -0.062 2.202  0.153
6 C 0.136 -0.503 2.094  -0.276
7 C -0.988 0.308 2.051  -0.105
8 C -2.353 -0.153 2.200  -0.013
9 C -3.397 0.791 2.346  -0.176
10 C -4.725 0.386 2.425  -0.217
11 C -5.046 -0.980 2.389  -0.183
12 C -4.018 -1.930 2.306  -0.202
13 C -2.683 -1.526 2.235  -0.202
14 C 1.828 1.359 2.221  -0.135
15 C 1.181 2.316 1.412  -0.126
16 C 1.494 3.672 1.520  -0.218
17 C 2.472 4.102 2.425  -0.184
18 C 3.160 3.161 3.204  -0.222
19 C 2.864 1.807 3.083  -0.166
20 C 3.790 -0.810 1.651  -0.160
21 C 4.785 -1.784 1.634  -0.213
22 H 5.399 -3.727 2.357  0.221
23 H 3.310 -4.086 3.681  0.220
24 H 1.452 -2.434 3.546  0.209
25 H -0.004 -1.584 2.097  0.216
26 H -0.857 1.381 2.180  0.221
27 H -3.140 1.852 2.374  0.217
28 H -5.517 1.135 2.502  0.222
29 H -6.090 -1.300 2.435  0.221
30 H -4.257 -2.996 2.290  0.220
31 H -1.889 -2.272 2.184  0.213
32 H 0.444 1.976 0.680  0.229
33 H 0.968 4.394 0.893  0.226
34 H 2.709 5.163 2.514  0.220
35 H 3.933 3.480 3.905  0.221
36 H 3.416 1.075 3.680  0.224
37 H 3.944 0.138 1.127  0.231
38 H 5.694 -1.612 1.054  0.225
39 Cl -1.445 0.290 -0.627  0.097
40 C -1.710 0.223 -2.235  -0.814
41 S -0.483 0.558 -3.398  2.125
42 C -1.075 0.036 -5.042  -0.217
43 C -0.820 -1.260 -5.496  -0.214
44 C -1.176 -1.627 -6.801  -0.221
45 C -1.791 -0.702 -7.651  -0.199
46 C -2.067 0.587 -7.183  -0.221
47 C -1.710 0.956 -5.879  -0.219
48 O -0.328 1.990 -3.555  -0.961
49 O 0.677 -0.276 -3.162  -0.954
50 H -2.729 0.263 -2.588  0.220
51 H -0.329 -1.979 -4.843  0.240
52 H -0.961 -2.638 -7.154  0.215
53 H -2.055 -0.984 -8.673  0.214
54 H -2.552 1.317 -7.835  0.215
55 H -1.913 1.965 -5.527  0.241

Force components x, y, z for each atom (eV/Å):
C -0.252 0.262 -0.088
C -0.015 0.110 -0.200
C 0.235 0.268 -0.113
C 0.508 -0.500 0.072
C -0.749 -0.045 -0.348
C 0.838 -0.078 -0.010
C -0.476 0.724 1.441
C -0.042 -0.239 0.154
C -0.064 -0.189 -0.164
C 0.194 -0.067 0.027
C 0.368 -0.008 -0.031
C 0.047 0.142 0.061
C -0.306 0.151 -0.310
C 0.465 0.741 -0.011
C 0.062 -0.064 0.124
C 0.165 -0.107 0.132
C -0.080 -0.331 -0.016
C -0.172 -0.034 -0.251
C -0.293 -0.103 -0.059
C -0.308 -0.055 0.072
C -0.196 -0.098 0.247
H -0.209 0.212 0.070
H 0.024 0.232 -0.235
H 0.356 0.006 -0.128
H 0.065 0.294 -0.174
H -0.047 -0.260 -0.072
H -0.107 -0.259 -0.091
H 0.271 -0.266 0.007
H 0.382 0.105 -0.022
H 0.061 0.386 0.040
H -0.346 0.165 -0.055
H 0.292 0.217 0.188
H 0.206 -0.223 0.150
H -0.091 -0.305 -0.030
H -0.219 -0.065 -0.234
H -0.253 0.270 -0.165
H -0.108 -0.396 0.094
H -0.264 -0.062 0.254
Cl 0.661 -1.028 1.427
C -0.658 -0.207 -2.615
S -0.245 -0.074 -0.757
C -0.550 -0.227 0.213
C -0.079 -0.044 -0.210
C 0.024 0.217 0.178
C 0.041 0.095 0.310
C 0.140 -0.118 0.205
C -0.070 -0.073 -0.179
O 0.466 0.147 0.202
O 0.101 0.347 0.394
H 0.006 0.279 -0.056
H -0.077 0.229 -0.088
H -0.062 0.323 0.116
H 0.070 0.083 0.327
H 0.163 -0.237 0.213
H 0.128 -0.241 -0.005

Values from the calculation:
**HOMO energy**: -0.213 Ha
**LUMO energy**: -0.096 Eh
**Frontier orbital gap**: 3.2 eV
**E**: -56856.7267 eV



# 3
The following is a quantum chemistry calculation of a structure of composition C28H23FLuN4O6S2, from the OMol25 dataset.

Last column: natural (NBO) charge in e.
CARTESIAN COORDINATES (ANGSTROEM)
1 Lu -0.445 0.330 -0.242  1.906
2 C 2.243 -4.188 -5.292  -0.620
3 C 1.511 -5.051 -4.266  -0.029
4 C 0.525 -5.969 -4.973  -0.402
5 C -0.348 -6.714 -3.975  -0.427
6 C -1.091 -5.720 -3.132  -0.002
7 C -2.353 -5.979 -2.654  -0.218
8 C -3.007 -5.047 -1.850  0.404
9 F -4.232 -5.340 -1.404  -0.303
10 C -2.425 -3.861 -1.508  -0.248
11 C -1.136 -3.575 -1.979  -0.062
12 C -0.492 -2.346 -1.560  0.509
13 O -1.149 -1.491 -0.877  -0.780
14 C 0.881 -2.226 -1.902  -0.327
15 C 1.444 -3.153 -2.749  0.172
16 N 0.805 -4.200 -3.264  -0.312
17 C -0.473 -4.495 -2.811  0.150
18 C 1.867 -1.216 -1.325  0.815
19 O 3.050 -1.474 -1.392  -0.610
20 O 1.377 -0.160 -0.744  -0.865
21 H 2.579 -4.824 -6.110  0.237
22 H 3.122 -3.692 -4.884  0.223
23 H 1.574 -3.431 -5.701  0.223
24 H 2.234 -5.658 -3.714  0.211
25 H 1.090 -6.669 -5.585  0.237
26 H -0.106 -5.372 -5.637  0.215
27 H 0.276 -7.346 -3.335  0.227
28 H -1.054 -7.368 -4.486  0.237
29 H -2.850 -6.912 -2.891  0.242
30 H -2.933 -3.149 -0.874  0.254
31 H 2.483 -3.013 -3.008  0.255
32 O -1.267 2.128 1.084  -0.632
33 C -1.037 2.734 0.019  0.591
34 N 0.061 2.422 -0.704  -0.946
35 S -0.471 2.371 -2.253  2.291
36 O -1.189 1.074 -2.247  -0.975
37 O 0.517 2.544 -3.253  -0.845
38 C -1.702 3.648 -2.055  -0.315
39 C -2.370 4.466 -2.934  -0.159
40 C -3.300 5.353 -2.393  -0.170
41 C -3.551 5.391 -1.027  -0.173
42 C -2.878 4.546 -0.150  -0.174
43 C -1.941 3.684 -0.682  -0.076
44 H -2.177 4.430 -3.997  0.248
45 H -3.832 6.022 -3.056  0.238
46 H -4.275 6.093 -0.637  0.237
47 H -3.057 4.570 0.917  0.245
48 N 1.650 1.234 2.034  -0.766
49 C 1.540 -0.086 2.175  0.385
50 S 0.003 -0.853 2.083  -0.261
51 N 2.602 -0.835 2.430  -0.582
52 C 3.973 -0.452 2.534  0.180
53 C 4.389 0.566 3.381  -0.272
54 C 5.742 0.857 3.477  -0.190
55 C 6.671 0.133 2.746  -0.197
56 C 6.246 -0.879 1.895  -0.183
57 C 4.898 -1.168 1.784  -0.235
58 H 0.814 1.783 1.926  0.432
59 H 2.548 1.688 1.983  0.425
60 H 2.428 -1.827 2.395  0.429
61 H 3.670 1.109 3.983  0.225
62 H 6.074 1.645 4.140  0.227
63 H 7.726 0.349 2.843  0.227
64 H 6.962 -1.435 1.305  0.228
65 H 4.548 -1.929 1.096  0.233

Force components x, y, z for each atom (eV/Å):
Lu -1.557 -0.697 2.186
C 0.003 0.015 0.114
C 0.157 -0.095 -0.306
C -0.094 -0.008 0.205
C 0.012 0.074 -0.064
C -0.016 -0.108 -0.069
C 0.030 0.013 -0.012
C 0.133 0.145 0.003
F -0.038 -0.020 -0.001
C -0.145 0.004 0.049
C -0.007 0.022 -0.069
C 0.491 -0.398 -0.318
O -0.343 -1.117 -0.612
C -0.175 0.204 0.313
C -0.061 -0.026 -0.032
N 0.131 0.106 0.107
C -0.257 0.085 0.171
C 0.258 -0.528 -0.112
O -0.056 0.120 -0.001
O 1.765 -0.701 -0.898
H 0.011 -0.012 0.017
H -0.001 0.007 -0.013
H -0.014 -0.019 -0.014
H -0.051 -0.016 0.035
H 0.032 0.048 -0.036
H 0.018 -0.016 -0.047
H -0.007 -0.017 -0.007
H 0.011 -0.017 0.012
H 0.010 -0.002 0.004
H -0.006 -0.029 -0.006
H -0.009 -0.054 -0.060
O 0.015 0.368 -0.080
C -0.306 1.192 0.478
N 0.214 0.834 -0.854
S 0.007 0.681 -0.261
O -0.154 0.045 -0.578
O -0.082 0.298 -0.056
C 0.183 -0.171 0.305
C 0.061 -0.123 -0.196
C 0.024 -0.032 -0.007
C -0.032 0.007 0.016
C 0.026 -0.106 -0.024
C -0.122 0.168 0.009
H -0.015 0.011 0.004
H -0.010 0.014 0.018
H -0.002 0.004 -0.024
H -0.025 0.019 -0.009
N 0.186 -0.048 -0.031
C -0.381 0.072 0.329
S 0.085 -0.187 0.476
N 0.207 -0.202 -0.089
C 0.221 0.121 -0.146
C -0.119 0.017 0.058
C 0.047 0.035 -0.001
C 0.025 -0.041 -0.023
C -0.009 0.048 0.043
C -0.117 0.002 -0.073
H -0.089 0.074 0.141
H 0.036 -0.029 -0.043
H -0.093 -0.015 0.030
H 0.008 -0.045 0.026
H -0.023 -0.003 0.016
H -0.011 0.036 -0.016
H 0.007 -0.008 0.020
H 0.018 0.006 0.004

Values from the calculation:
**Total charge**: +1
**HOMO energy**: -0.414 Ha
**LUMO energy**: -0.111 Eh
**Frontier orbital gap**: 8.2 eV
**E**: -105664.0383 eV
**Relative energy (zero: lowest compared OMol25 entry of this formula, charge and spin)**: 14.23 kcal per mole